#a
Here is one molecule with the formula C2H4ClOP from the OMol25 dataset. Energies are from ωB97M-V/def2-TZVPD.

```
9
Properties=species:S:1:pos:R:3:mulliken_charge:R:1
C -1.18362 0.30729 0.86293 -0.66
C 0.72882 -0.74605 -0.87027 -0.37
O -1.02469 -2.49926 0.45856 -0.61
P -0.49279 -1.16191 0.30795 0.70
Cl -0.03957 -1.37740 -2.48901 -0.16
H -2.00849 0.40189 1.53491 0.30
H -0.38963 1.12914 0.88157 0.19
H 1.69545 -1.30786 -0.73276 0.33
H 0.75890 0.32546 -0.98359 0.28
```

Computed properties:
- Orbital gap: 8.9 eV
- HOMO energy: -9.25 eV
- Molar mass: 110.48 g/mol

#b
Here is a 2-piece molecular cluster, C2H4ClOP overall from the OMol25 dataset. Energies are from ωB97M-V/def2-TZVPD.

```
9
Properties=species:S:1:pos:R:3:mulliken_charge:R:1
C -1.17916 -1.18281 -0.37166 0.29
C 0.00572 0.85115 0.91441 -0.67
O -2.13594 -1.72155 0.05936 -0.30
P 1.19905 0.95883 -0.32963 0.08
Cl 2.09888 -0.91637 -0.45789 -0.24
H -0.48430 -1.01132 -1.18928 0.20
H -0.40927 1.77537 1.17802 0.33
H 0.42168 0.44326 1.81167 0.27
H 0.48333 0.80344 -1.61500 0.03
```

Computed properties:
- Orbital gap (spin up / spin down): 8.3 / 7.2 eV
- HOMO energy (spin up / spin down): -7.99 / -7.67 eV
- Molar mass: 110.48 g/mol

Most stable pick: #a. Distance to second place: 57.5 kcal/mol.

#a
Here is a 2-piece molecular cluster, C5H10NP overall from the OMol25 dataset. Energies are from ωB97M-V/def2-TZVPD.

```
17
Properties=species:S:1:pos:R:3:mulliken_charge:R:1
C 2.33080 -0.60062 0.73031 -0.60
C 2.49838 0.09050 -0.56659 -0.55
C -2.09553 0.75638 0.54771 -0.32
C -2.77439 -0.39358 -0.19762 -0.52
C 1.20265 0.10738 0.12958 -0.11
N -1.57129 -0.56196 0.56388 -0.23
P -0.18301 -0.99707 -0.44212 -0.09
H 2.23403 -1.61333 0.64622 0.38
H 2.75341 -0.09871 1.66295 0.21
H 3.03275 1.01413 -0.69555 0.24
H 2.62683 -0.59477 -1.33100 0.25
H -1.58552 1.41025 -0.14411 0.25
H -2.49000 1.15126 1.50829 0.22
H -3.73079 -0.75342 0.11525 0.28
H -2.58609 -0.34123 -1.29478 0.23
H 0.77923 1.02130 0.57103 0.40
H -0.44148 0.40349 -1.80346 -0.04
```

Computed properties:
- Orbital gap: 9.7 eV
- HOMO energy: -8.97 eV
- Molar mass: 115.12 g/mol

#b
Here is one molecule with the formula C5H10NP from the OMol25 dataset. Energies are from ωB97M-V/def2-TZVPD.

```
17
Properties=species:S:1:pos:R:3:mulliken_charge:R:1
H -1.41825 1.78640 1.25109 0.04
P -2.50392 0.91310 0.73265 0.03
N -1.97666 -0.34248 -0.04464 -0.27
C -0.56733 -0.71145 -0.22426 0.57
C -0.49861 -2.33334 -0.43686 -1.24
C 0.30849 -0.13084 0.76669 -0.22
C 1.07702 0.92851 0.60845 -0.46
C 1.28807 1.78801 -0.59817 -1.06
H -0.31824 -0.24613 -1.21042 0.05
H -1.12199 -2.53448 -1.35580 0.32
H -0.86107 -2.78434 0.49194 0.31
H 0.48661 -2.60361 -0.55769 0.40
H 0.38525 -0.73592 1.82513 0.06
H 1.65739 1.28459 1.35836 0.59
H 1.48913 2.75979 -0.24601 0.38
H 0.35617 1.59771 -1.27169 0.26
H 2.21794 1.36449 -1.08879 0.25
```

Computed properties:
- Orbital gap: 9.2 eV
- SMILES: [H]/P=N\[C@H](C)/C=C\C
- HOMO energy: -9.32 eV
- Molar mass: 115.12 g/mol

Most stable pick: #b. Distance to second place: 29.5 kcal/mol.

#a
Here is one molecule with the formula C5H11N3O from the OMol25 dataset. Energies are from ωB97M-V/def2-TZVPD.

```
20
Properties=species:S:1:pos:R:3:mulliken_charge:R:1
H 1.14879 0.32280 2.83532 0.27
N 0.75051 0.91599 2.09892 -0.70
C -0.20492 0.28996 1.47693 0.65
C -0.63076 -1.07843 1.94253 -1.44
N -0.89175 0.85314 0.39570 0.25
O -1.61303 1.98803 0.83849 -0.51
C -0.20755 1.06276 -0.79651 -0.68
C 0.35342 0.16194 -1.63473 0.83
C 0.11761 -1.31857 -1.48082 -1.38
N 1.14800 0.53650 -2.70433 -0.60
H -0.01053 -1.83601 1.45877 0.24
H -0.50709 -1.15775 3.02639 0.50
H -1.68115 -1.24962 1.69350 0.34
H -1.24513 2.16316 1.72704 0.40
H -0.09936 2.12276 -1.00354 0.31
H -0.02976 -1.78292 -2.46317 0.44
H -0.78439 -1.53801 -0.90151 0.32
H 0.97514 -1.79754 -0.99902 0.28
H 1.52251 1.47916 -2.61661 0.24
H 1.88944 -0.13736 -2.89336 0.24
```

Computed properties:
- Orbital gap: 8.1 eV
- SMILES: [H]/N=C(\C)N(O)/C=C(\C)N
- HOMO energy: -7.26 eV
- Molar mass: 129.16 g/mol

#b
Here is one molecule with the formula C5H11N3O from the OMol25 dataset. Energies are from ωB97M-V/def2-TZVPD.

```
20
Properties=species:S:1:pos:R:3:mulliken_charge:R:1
C -1.42051 1.44958 -0.38936 -1.74
C -2.14891 -0.93496 -0.02755 -1.51
C 0.38850 -0.74157 0.31797 0.58
C 1.53367 0.01732 0.03530 0.10
C -1.07381 0.10934 0.23931 1.36
N 1.66405 1.36881 -0.14095 -0.40
N 2.67004 -0.68639 -0.34461 -0.47
O 0.48818 -2.12856 0.39037 -0.58
N -0.21060 0.05848 1.33004 -0.97
H 0.39649 -2.35575 1.32597 0.35
H 2.31464 1.87541 -0.72434 0.21
H 0.92128 1.95392 0.20913 0.26
H 3.54589 -0.18578 -0.30459 0.24
H 2.73031 -1.62757 0.01686 0.27
H -0.74616 1.67510 -1.22046 0.38
H -2.43667 1.47723 -0.78544 0.39
H -3.08288 -0.61356 0.44333 0.42
H -1.89139 -1.91252 0.37009 0.35
H -2.33245 -1.03483 -1.10014 0.35
H -1.30969 2.23628 0.35906 0.40
```

Computed properties:
- Orbital gap: 7.9 eV
- HOMO energy: -7.20 eV
- Molar mass: 129.16 g/mol

#c
Here is C5H11N3O as an isolated structure from the OMol25 dataset. Energies are from ωB97M-V/def2-TZVPD.

```
20
Properties=species:S:1:pos:R:3:mulliken_charge:R:1
C -1.17212 -0.83867 -1.14378 -0.56
C -0.40201 0.02934 -0.45202 -0.30
C 1.80113 -1.01197 0.08356 -1.56
C 0.56871 0.45248 1.69678 -1.37
C 0.93208 0.17605 0.21913 1.78
N -1.14780 1.22284 -0.97632 -0.43
N -1.76660 0.15949 -1.86665 0.18
N -3.14158 0.10760 -2.14768 -0.73
O 1.47330 1.35741 -0.29827 -0.61
H -1.13530 -1.85514 -1.49495 0.37
H 2.73354 -0.84765 0.72693 0.32
H 1.21775 -1.97594 0.10099 0.30
H 2.16780 -1.12915 -0.92636 0.43
H 1.52548 0.52883 2.31283 0.34
H -0.10049 -0.23167 2.28835 0.29
H 0.06918 1.41006 1.83089 0.41
H -0.70513 1.81915 -1.58786 0.30
H -3.87493 0.05234 -1.39229 0.23
H -3.54764 0.93936 -2.56255 0.25
H 2.19534 1.57984 0.28100 0.37
```

Computed properties:
- Orbital gap: 8.9 eV
- HOMO energy: -8.06 eV
- Molar mass: 129.16 g/mol

#d
Here is a 2-piece molecular cluster, C5H11N3O overall from the OMol25 dataset. Energies are from ωB97M-V/def2-TZVPD.

```
20
Properties=species:S:1:pos:R:3:mulliken_charge:R:1
C -0.90270 0.75309 -1.35233 -0.57
C -1.09921 -0.79044 1.48784 -1.29
C 2.06453 1.45875 0.49817 -1.22
N -0.59595 -0.47645 -0.97235 0.41
C -0.05118 -0.68967 0.40836 0.71
C 0.56160 1.32666 0.60677 0.51
N -1.18552 -1.61706 -1.56658 -0.71
N 1.05982 -1.36484 0.51995 -0.76
O -0.12492 2.05135 1.27146 -0.49
H -0.45747 -2.29754 -1.76793 0.23
H -1.68867 -1.35812 -2.40803 0.27
H 1.55482 -1.42579 -0.36997 0.28
H -1.24635 1.51019 -0.66499 0.29
H -1.11715 0.88733 -2.41108 0.38
H -0.60577 -0.93387 2.44720 0.37
H -1.71352 0.10920 1.53284 0.32
H -1.74084 -1.65177 1.29100 0.33
H 2.28725 2.49411 0.23369 0.41
H 2.52756 1.23722 1.46207 0.29
H 2.47365 0.77765 -0.24609 0.25
```

Computed properties:
- Orbital gap (spin up / spin down): 7.6 / 5.9 eV
- HOMO energy (spin up / spin down): -7.42 / -6.48 eV
- Molar mass: 129.16 g/mol

Most stable pick: #b. Distance to second place: 1.3 kcal/mol.

#a
Here is C5H11N3O as an isolated structure from the OMol25 dataset. Energies are from ωB97M-V/def2-TZVPD.

```
20
Properties=species:S:1:pos:R:3:mulliken_charge:R:1
C 0.81624 -1.01875 -0.49749 -0.37
C -1.17722 -0.46538 0.72465 0.06
C 2.12841 0.74713 0.63326 -1.04
N 0.93582 0.40101 -0.12266 0.12
N -0.30597 -1.53471 0.27462 -0.37
N -2.46105 -0.44397 0.01612 -0.74
C -0.34287 0.80138 0.44864 0.06
C -0.63422 1.23408 -0.95818 -0.97
O 0.67492 -1.15226 -1.87979 -0.61
H 0.05040 -0.44807 -2.15126 0.42
H -0.82384 -2.24128 -0.23476 0.28
H 1.71916 -1.57553 -0.23233 0.46
H -1.40207 -0.58404 1.78972 0.44
H -3.13949 0.18045 0.43236 0.23
H -2.35546 -0.26877 -0.97826 0.30
H -0.25488 1.51573 1.27070 0.45
H -0.75851 2.33132 -0.99039 0.19
H 2.15117 1.82388 0.80116 0.39
H 2.16679 0.22453 1.59717 0.37
H 3.01264 0.47324 0.05672 0.34
```

Computed properties:
- Orbital gap: 9.3 eV
- HOMO energy: -8.71 eV
- Molar mass: 129.16 g/mol

#b
Here is one molecule with the formula C5H11N3O from the OMol25 dataset. Energies are from ωB97M-V/def2-TZVPD.

```
20
Properties=species:S:1:pos:R:3:mulliken_charge:R:1
C 2.13507 -0.60124 1.02570 -0.96
C 1.63597 0.36574 0.25111 0.39
O 2.48586 1.12020 -0.52970 -0.53
C 0.20374 0.58981 0.04421 0.36
C -0.40280 1.59553 0.98549 -1.37
C -0.46575 0.03657 -1.01183 0.18
N 0.07669 -0.95355 -1.78909 -0.53
N -1.97626 -0.19004 -0.61017 -0.29
N -2.25231 -1.14527 0.33888 -0.40
H 1.49069 -1.22249 1.63413 0.30
H 3.20744 -0.71249 1.13691 0.30
H 1.94766 1.74878 -1.03745 0.40
H -1.22209 2.14105 0.51046 0.38
H -0.78681 1.09466 1.87937 0.28
H 0.32810 2.34699 1.30469 0.38
H 0.04526 -1.90268 -1.43077 0.20
H 0.97042 -0.76894 -2.22987 0.28
H -2.38185 -0.39524 -1.52466 0.28
H -1.99887 -2.09896 0.07453 0.17
H -3.04017 -1.04841 0.97810 0.19
```

Computed properties:
- Orbital gap: 9.1 eV
- SMILES: C=C(O)/C(C)=C(\N)NN
- HOMO energy: -8.33 eV
- Molar mass: 129.16 g/mol

Most stable pick: #b. Distance to second place: 16.0 kcal/mol.